The following is a DFT calculation (the ωB97M-V functional and the def2-TZVPD basis) of a structure of composition C35H61BeBr2ClFMgN4O17S2.

Summary:
molar mass	1121.59	g/mol
multiplicity	1
LUMO energy	-6.8352	eV
charge	+1

Cartesian coordinates (Å):
1 C 3.879 3.017 0.688
2 O 5.102 3.688 0.833
3 C 6.157 3.088 0.105
4 C 6.338 1.611 0.417
5 C 7.721 1.074 0.050
6 C 7.671 -0.434 -0.246
7 C 7.013 -1.381 0.729
8 C 6.259 -2.360 -0.155
9 C 5.067 -1.822 -0.933
10 C 3.728 -2.058 -0.229
11 C 2.585 -1.874 -1.234
12 C 1.267 -1.433 -0.614
13 C 0.832 -2.305 0.592
14 C 0.704 -1.430 1.808
15 O 0.581 -2.007 3.114
16 C 0.500 -0.878 3.940
17 O 0.898 -0.789 5.032
18 O -0.167 0.082 3.243
19 C -0.324 -0.332 1.863
20 C -1.799 -0.711 1.718
21 C -2.562 0.239 0.801
22 S -4.302 0.004 1.200
23 C -5.265 0.512 -0.169
24 N -5.154 0.279 -1.424
25 N -6.250 0.908 -2.009
26 C -6.922 1.454 -1.073
27 O -6.362 1.260 0.146
28 H 3.115 3.674 1.113
29 H 3.832 2.086 1.262
30 H 3.607 2.850 -0.361
31 H 6.024 3.213 -0.977
32 H 7.065 3.613 0.390
33 H 5.589 0.997 -0.085
34 H 6.197 1.473 1.492
35 H 8.126 1.559 -0.841
36 H 8.470 1.255 0.821
37 H 7.231 -0.550 -1.240
38 H 8.737 -0.796 -0.267
39 H 6.373 -0.938 1.490
40 H 7.793 -1.930 1.258
41 H 5.997 -3.235 0.437
42 H 7.019 -2.732 -0.901
43 H 5.002 -2.358 -1.882
44 H 5.167 -0.772 -1.210
45 H 3.645 -1.351 0.605
46 H 3.729 -3.056 0.209
47 H 2.486 -2.769 -1.846
48 H 2.897 -1.079 -1.918
49 H 1.279 -0.375 -0.334
50 H 0.486 -1.533 -1.369
51 H -0.139 -2.748 0.358
52 H 1.535 -3.118 0.748
53 H 1.689 -0.933 1.872
54 H -0.060 0.434 1.110
55 H -2.283 -0.729 2.695
56 H -1.897 -1.725 1.331
57 H -2.315 1.304 1.029
58 H -2.254 -0.042 -0.242
59 H -7.841 1.992 -1.227
60 Mg -0.317 2.270 1.475
61 O 9.107 3.564 -1.363
62 H 8.487 4.299 -1.383
63 H 9.704 3.783 -0.640
64 N 5.917 -5.763 -1.684
65 O 5.603 -6.932 -1.607
66 O 6.948 -5.362 -1.103
67 O 5.247 -4.937 -2.316
68 Br -2.342 -1.549 -1.723
69 C -8.747 -2.392 1.059
70 C -8.476 -0.930 1.421
71 C -8.677 -0.512 2.869
72 N -10.078 -0.631 3.430
73 C -11.094 -0.139 2.457
74 C -10.391 -2.043 3.884
75 C -9.845 -2.126 5.293
76 C -10.242 -0.779 5.890
77 C -10.171 0.204 4.718
78 H -9.809 -2.640 1.084
79 H -8.405 -2.586 0.044
80 H -8.212 -3.073 1.724
81 H -9.048 -0.279 0.756
82 H -7.430 -0.726 1.195
83 H -8.415 0.543 2.944
84 H -8.017 -1.068 3.535
85 H -11.114 -0.798 1.594
86 H -10.831 0.874 2.161
87 H -12.066 -0.149 2.941
88 H -11.474 -2.155 3.873
89 H -9.942 -2.761 3.208
90 H -8.760 -2.245 5.283
91 H -10.260 -2.967 5.843
92 H -9.594 -0.482 6.711
93 H -11.258 -0.819 6.282
94 H -9.305 0.856 4.771
95 H -11.068 0.814 4.658
96 F -10.963 5.110 -6.348
97 C -10.233 4.170 -5.721
98 C -10.666 2.859 -5.746
99 C -9.908 1.892 -5.102
100 C -8.741 2.244 -4.437
101 C -8.327 3.570 -4.425
102 C -9.073 4.544 -5.073
103 H -11.581 2.606 -6.264
104 H -10.231 0.860 -5.120
105 H -8.150 1.493 -3.928
106 H -7.417 3.848 -3.908
107 H -8.763 5.580 -5.082
108 C 13.243 3.557 -4.927
109 C 13.493 4.923 -4.325
110 O 12.230 5.592 -4.434
111 S 11.038 4.532 -4.281
112 O 10.557 4.531 -2.945
113 O 10.157 4.691 -5.379
114 O 11.920 3.211 -4.493
115 H 13.249 3.593 -6.017
116 H 13.956 2.812 -4.585
117 H 14.262 5.480 -4.852
118 H 13.755 4.853 -3.267
119 Br 2.653 -3.093 3.896
120 Be 8.811 -2.550 -1.240
121 O 8.868 -4.653 1.505
122 Cl 9.135 -6.093 1.416
123 O 10.003 -6.491 2.470
124 O 9.731 -6.340 0.126
125 O 7.870 -6.774 1.493

These are the Mulliken partial charges, in e, on atoms 1 to 99: atom 1 (C): -0.602, atom 2 (O): -0.473, atom 3 (C): -0.596, atom 4 (C): 0.115, atom 5 (C): -1.250, atom 6 (C): -0.503, atom 7 (C): -0.570, atom 8 (C): -0.233, atom 9 (C): -1.092, atom 10 (C): 0.070, atom 11 (C): -1.197, atom 12 (C): -0.226, atom 13 (C): -0.564, atom 14 (C): -0.095, atom 15 (O): -0.613, atom 16 (C): 0.407, atom 17 (O): -0.430, atom 18 (O): -0.508, atom 19 (C): 1.208, atom 20 (C): -1.244, atom 21 (C): 0.195, atom 22 (S): -0.381, atom 23 (C): 0.592, atom 24 (N): -0.276, atom 25 (N): -0.332, atom 26 (C): -0.047, atom 27 (O): -0.270, atom 28 (H): 0.168, atom 29 (H): 0.303, atom 30 (H): 0.329, atom 31 (H): 0.365, atom 32 (H): 0.279, atom 33 (H): -0.067, atom 34 (H): 0.293, atom 35 (H): 0.248, atom 36 (H): 0.445, atom 37 (H): 0.730, atom 38 (H): 0.248, atom 39 (H): 0.448, atom 40 (H): 0.324, atom 41 (H): 0.597, atom 42 (H): -0.075, atom 43 (H): 0.575, atom 44 (H): 0.358, atom 45 (H): -0.166, atom 46 (H): 0.447, atom 47 (H): 0.290, atom 48 (H): 0.450, atom 49 (H): 0.189, atom 50 (H): -0.024, atom 51 (H): 0.488, atom 52 (H): 0.445, atom 53 (H): 0.375, atom 54 (H): -0.096, atom 55 (H): 0.598, atom 56 (H): 0.345, atom 57 (H): -0.191, atom 58 (H): 0.150, atom 59 (H): 0.522, atom 60 (Mg): 0.734, atom 61 (O): -0.604, atom 62 (H): 0.288, atom 63 (H): 0.304, atom 64 (N): 1.081, atom 65 (O): -0.537, atom 66 (O): -0.417, atom 67 (O): -0.558, atom 68 (Br): -0.601, atom 69 (C): -1.672, atom 70 (C): 0.242, atom 71 (C): -0.786, atom 72 (N): 0.449, atom 73 (C): -1.208, atom 74 (C): -0.439, atom 75 (C): -0.663, atom 76 (C): -0.569, atom 77 (C): -0.457, atom 78 (H): 0.363, atom 79 (H): 0.475, atom 80 (H): 0.349, atom 81 (H): 0.453, atom 82 (H): -0.143, atom 83 (H): 0.371, atom 84 (H): 0.291, atom 85 (H): 0.371, atom 86 (H): 0.416, atom 87 (H): 0.511, atom 88 (H): 0.412, atom 89 (H): 0.215, atom 90 (H): 0.270, atom 91 (H): 0.433, atom 92 (H): 0.340, atom 93 (H): 0.322, atom 94 (H): 0.285, atom 95 (H): 0.340, atom 96 (F): -0.312, atom 97 (C): 0.306, atom 98 (C): -0.407, atom 99 (C): -0.430

=====

The following is a DFT calculation (the ωB97M-V functional and the def2-TZVPD basis) of the ion C8H5N2 with charge +1.

Summary:
molar mass	129.14	g/mol
multiplicity	1
energy above the lowest of the compared OMol25 structures with the same formula, charge and spin	185.8	kcal/mol
LUMO energy (alpha / beta)	-6.4562 / -6.4559	eV
charge	+1

Cartesian coordinates (Å):
1 C -1.734 0.611 0.069
2 C -1.628 0.536 -1.158
3 C 0.742 -0.777 2.253
4 C 0.760 -1.948 2.694
5 C -0.680 0.423 0.871
6 C -0.608 0.323 -2.143
7 C 0.494 -0.437 -1.193
8 C 0.193 0.569 2.144
9 N 1.354 0.146 1.342
10 N 0.429 0.050 0.173
11 H -1.005 -0.223 -3.049
12 H -0.262 1.394 -2.334
13 H 0.313 -1.535 -1.055
14 H 1.524 -0.380 -1.468
15 H 0.108 1.249 2.853

Let us look at the Mulliken charges, expressed in e, one per atom: atom 1 (C): -0.576, atom 2 (C): 0.188, atom 3 (C): 0.418, atom 4 (C): -0.335, atom 5 (C): 0.682, atom 6 (C): -0.283, atom 7 (C): -0.622, atom 8 (C): -0.152, atom 9 (N): -0.468, atom 10 (N): 0.282, atom 11 (H): 0.369, atom 12 (H): 0.286, atom 13 (H): 0.338, atom 14 (H): 0.370, atom 15 (H): 0.502

=====

The following is a DFT calculation (the ωB97M-V functional and the def2-TZVPD basis) of a cluster of 3 separate species, C28H48F16O3P in total.

Summary:
molar mass	767.63	g/mol
multiplicity	1
LUMO energy	-2.8502	eV
charge	+1

Cartesian coordinates (Å):
1 C 10.302 -0.263 2.016
2 C 9.340 -1.101 1.105
3 C 9.587 -0.946 -0.436
4 C 10.062 0.491 -0.874
5 C 8.886 1.546 -0.906
6 C 8.961 2.621 0.252
7 C 7.703 2.489 1.203
8 C 6.786 3.767 1.169
9 C 5.758 3.760 2.354
10 C 4.373 3.117 2.012
11 C 3.646 3.793 0.796
12 C 2.134 3.374 0.685
13 C 1.564 3.539 -0.763
14 C 1.969 2.408 -1.775
15 C 2.157 0.980 -1.155
16 C 0.797 0.187 -0.956
17 P -0.220 0.805 0.467
18 C 0.383 0.191 2.140
19 C 0.290 -1.401 2.244
20 O -0.636 -1.760 3.268
21 H 10.245 -0.693 3.046
22 H 9.962 0.796 2.062
23 H 11.362 -0.363 1.704
24 H 9.518 -2.175 1.362
25 H 8.283 -0.870 1.377
26 H 8.613 -1.104 -0.966
27 H 10.275 -1.726 -0.838
28 H 10.401 0.378 -1.935
29 H 10.950 0.849 -0.313
30 H 7.902 1.023 -0.946
31 H 8.980 2.092 -1.877
32 H 8.876 3.616 -0.248
33 H 9.922 2.617 0.801
34 H 7.052 1.625 0.917
35 H 8.082 2.289 2.231
36 H 7.473 4.638 1.323
37 H 6.328 3.918 0.167
38 H 5.659 4.785 2.786
39 H 6.202 3.140 3.168
40 H 3.706 3.297 2.897
41 H 4.430 2.007 1.890
42 H 4.185 3.601 -0.156
43 H 3.648 4.888 1.018
44 H 1.571 4.098 1.328
45 H 1.944 2.371 1.141
46 H 0.466 3.728 -0.709
47 H 2.001 4.488 -1.162
48 H 2.872 2.636 -2.377
49 H 1.128 2.321 -2.510
50 H 2.794 0.956 -0.242
51 H 2.717 0.380 -1.914
52 H 1.058 -0.883 -0.801
53 H 0.232 0.272 -1.908
54 H -1.527 0.237 0.324
55 H -0.399 2.215 0.440
56 H -0.345 0.581 2.886
57 H 1.416 0.556 2.318
58 H 1.283 -1.787 2.555
59 H 0.001 -1.859 1.276
60 H -0.384 -1.252 4.047
61 C -4.073 -2.031 1.857
62 C -4.885 -3.274 2.306
63 C -4.989 -4.459 1.337
64 F -5.588 -4.150 0.177
65 F -5.730 -5.440 1.898
66 F -6.109 -2.869 2.697
67 F -4.266 -3.744 3.423
68 O -4.785 -0.896 1.325
69 C -5.137 -0.836 -0.029
70 C -6.657 -0.834 -0.243
71 F -7.243 -1.912 0.299
72 F -6.940 -0.847 -1.564
73 F -4.505 -1.797 -0.717
74 F -4.641 0.333 -0.493
75 H -3.627 -1.635 2.771
76 H -3.223 -2.301 1.229
77 H -3.999 -4.872 1.118
78 H -7.109 0.054 0.205
79 C -9.918 -2.322 -2.154
80 C -10.796 -3.557 -1.828
81 C -10.985 -4.619 -2.920
82 F -11.580 -4.151 -4.025
83 F -11.777 -5.615 -2.453
84 F -11.991 -3.129 -1.369
85 F -10.190 -4.186 -0.782
86 O -10.567 -1.097 -2.542
87 C -10.936 -0.864 -3.874
88 C -12.456 -0.749 -4.051
89 F -13.099 -1.846 -3.618
90 F -12.761 -0.596 -5.358
91 F -10.377 -1.778 -4.679
92 F -10.383 0.316 -4.216
93 H -9.437 -2.060 -1.211
94 H -9.095 -2.570 -2.825
95 H -10.025 -5.061 -3.203
96 H -12.843 0.109 -3.497

Let us look at the Mulliken charges, expressed in e, one per atom: atom 1 (C): -0.991, atom 2 (C): -0.308, atom 3 (C): -0.754, atom 4 (C): -0.639, atom 5 (C): -0.701, atom 6 (C): -0.927, atom 7 (C): -0.442, atom 8 (C): -0.655, atom 9 (C): -0.981, atom 10 (C): -0.555, atom 11 (C): -0.642, atom 12 (C): 0.487, atom 13 (C): -1.033, atom 14 (C): -0.683, atom 15 (C): -0.536, atom 16 (C): -0.692, atom 17 (P): 0.251, atom 18 (C): -0.560, atom 19 (C): -0.447, atom 20 (O): -0.493, atom 21 (H): 0.368, atom 22 (H): 0.125, atom 23 (H): 0.291, atom 24 (H): 0.360, atom 25 (H): 0.204, atom 26 (H): 0.273, atom 27 (H): 0.335, atom 28 (H): 0.361, atom 29 (H): 0.333, atom 30 (H): 0.367, atom 31 (H): 0.381, atom 32 (H): 0.455, atom 33 (H): 0.542, atom 34 (H): 0.131, atom 35 (H): 0.293, atom 36 (H): 0.413, atom 37 (H): 0.315, atom 38 (H): 0.399, atom 39 (H): 0.378, atom 40 (H): 0.396, atom 41 (H): 0.243, atom 42 (H): 0.192, atom 43 (H): 0.330, atom 44 (H): 0.412, atom 45 (H): -0.754, atom 46 (H): 0.458, atom 47 (H): 0.377, atom 48 (H): 0.416, atom 49 (H): 0.353, atom 50 (H): 0.202, atom 51 (H): 0.372, atom 52 (H): 0.499, atom 53 (H): 0.490, atom 54 (H): 0.063, atom 55 (H): 0.124, atom 56 (H): 0.504, atom 57 (H): 0.368, atom 58 (H): 0.315, atom 59 (H): 0.323, atom 60 (H): 0.315, atom 61 (C): -0.608, atom 62 (C): 0.869, atom 63 (C): 0.094, atom 64 (F): -0.198, atom 65 (F): -0.259, atom 66 (F): -0.270, atom 67 (F): -0.311, atom 68 (O): -0.404, atom 69 (C): 0.829, atom 70 (C): 0.176, atom 71 (F): -0.207, atom 72 (F): -0.285, atom 73 (F): -0.285, atom 74 (F): -0.308, atom 75 (H): 0.353, atom 76 (H): 0.303, atom 77 (H): 0.243, atom 78 (H): 0.285, atom 79 (C): -0.462, atom 80 (C): 0.905, atom 81 (C): 0.102, atom 82 (F): -0.222, atom 83 (F): -0.267, atom 84 (F): -0.281, atom 85 (F): -0.317, atom 86 (O): -0.423, atom 87 (C): 0.795, atom 88 (C): 0.213, atom 89 (F): -0.214, atom 90 (F): -0.257, atom 91 (F): -0.290, atom 92 (F): -0.293, atom 93 (H): 0.087, atom 94 (H): 0.394, atom 95 (H): 0.267, atom 96 (H): 0.226

=====

The following is a DFT calculation (the ωB97M-V functional and the def2-TZVPD basis) of an isolated molecule of C2H4N2O2.

Summary:
molar mass	88.07	g/mol
multiplicity	1
energy above the lowest of the compared OMol25 structures with the same formula, charge and spin	168.9	kcal/mol
LUMO energy (alpha / beta)	0.0076 / 0.0070	eV

Cartesian coordinates (Å):
1 C 1.042 1.053 -0.080
2 C 0.982 -0.263 0.074
3 N -0.071 -1.162 -0.170
4 O -1.414 -0.906 -0.236
5 N -1.827 0.364 0.100
6 O -2.972 0.624 -0.190
7 H 0.289 1.625 -0.378
8 H 2.047 1.632 -0.052
9 H 1.780 -0.900 0.599
10 H 0.143 -2.067 0.333

Let us look at the Mulliken charges, expressed in e, one per atom: atom 1 (C): -0.750, atom 2 (C): 0.150, atom 3 (N): -0.156, atom 4 (O): -0.116, atom 5 (N): 0.230, atom 6 (O): -0.371, atom 7 (H): 0.381, atom 8 (H): 0.195, atom 9 (H): 0.159, atom 10 (H): 0.279